Record 1
A 2-piece molecular cluster, C5H14 overall at a distorted geometry. Source: the Open Molecules 2025 dataset; level of theory: the ωB97M-V functional and the def2-TZVPD basis.

Positions of all 19 atoms, in Å:
C  0.9473  1.1940  1.3450
C  1.5466  0.5508  0.0543
C  2.1275  -0.7975  0.4711
H  0.2303  1.9824  1.0842
H  0.6078  0.5417  2.1516
H  1.7722  1.7847  1.7771
H  2.4002  1.1645  -0.2318
H  0.7425  0.5251  -0.6710
H  1.4653  -1.6747  0.5567
H  2.5326  -0.7809  1.4958
H  2.9913  -1.1624  -0.0853
C  -2.7648  0.0663  -1.0561
C  -1.5972  -0.9234  -1.0081
H  -2.7126  0.9625  -1.6711
H  -3.7235  -0.4579  -1.1255
H  -2.8100  0.5482  -0.0856
H  -0.8684  -0.6477  -1.7792
H  -1.8048  -1.9818  -1.1673
H  -1.0823  -0.8940  -0.0549

As for the LUMO energy: 1.161 eV. The total charge is 0. The calculation puts the gap between HOMO and LUMO at 12.4 eV. For the HOMO energy, the calculation gives -11.2 eV. The total energy is -5411.28465 eV. As for the SMILES: CCC.CC.

Löwdin atomic charge list, values in e, 6 entries: -0.133, -0.288, -0.144, 0.063, 0.067, 0.066

=====

Record 2
A 2-piece molecular cluster, C5H14 overall at a distorted geometry. Source: the Open Molecules 2025 dataset; level of theory: the ωB97M-V functional and the def2-TZVPD basis.

Positions of all 19 atoms, in Å:
C  0.0081  2.5370  0.7718
C  0.6914  1.3609  0.1395
C  2.2222  1.3886  0.2634
H  -0.9503  2.6874  0.2534
H  -0.4326  2.2771  1.6609
H  0.6864  3.3733  0.9459
H  0.4333  1.2238  -0.8365
H  0.3315  0.4272  0.7580
H  2.3704  1.4795  1.3885
H  2.4451  2.4944  0.0125
H  2.6816  0.5666  -0.2815
C  -0.9854  -1.9015  -0.3708
C  -1.6303  -3.1840  -0.8883
H  0.0599  -1.7576  -0.6466
H  -1.5559  -0.8957  -0.7791
H  -1.2739  -1.7342  0.7318
H  -2.4251  -3.5071  -0.3736
H  -0.7475  -3.8714  -0.8597
H  -1.9289  -2.9644  -1.8893

As for the LUMO energy: 1.034 eV. The total charge is 0. The calculation puts the gap between HOMO and LUMO at 11.8 eV. For the HOMO energy, the calculation gives -10.7 eV. The total energy is -5410.18962 eV. As for the SMILES: CCC.CC.

Löwdin atomic charge list, values in e, 6 entries: -0.127, -0.360, -0.121, 0.083, 0.032, 0.076

=====

Record 3
A 2-piece molecular cluster, C5H14 overall at a distorted geometry. Source: the Open Molecules 2025 dataset; level of theory: the ωB97M-V functional and the def2-TZVPD basis.

Positions of all 19 atoms, in Å:
C  0.7937  2.1609  0.2586
C  -0.4481  1.8856  -0.7113
C  -1.5399  1.1719  0.1753
H  1.6100  2.6648  -0.3395
H  1.1117  1.3351  0.8560
H  0.5014  2.8007  1.1763
H  -0.8346  2.9169  -0.8521
H  -0.1119  1.0835  -1.4592
H  -2.3174  0.5905  -0.4950
H  -1.1454  0.1644  0.6580
H  -2.0350  1.8237  0.7978
C  0.5887  -2.6399  0.6939
C  0.4645  -2.0025  -0.6994
H  1.1310  -1.8911  1.4245
H  -0.2916  -2.8717  1.4147
H  1.1118  -3.5389  0.5804
H  1.5532  -1.7898  -1.1565
H  0.1155  -2.6754  -1.5626
H  -0.2576  -1.1885  -0.7598

As for the LUMO energy: 1.099 eV. The total charge is 0. The calculation puts the gap between HOMO and LUMO at 11.9 eV. For the HOMO energy, the calculation gives -10.8 eV. The total energy is -5409.96351 eV. As for the SMILES: CCC.CC.

Löwdin atomic charge list, values in e, 6 entries: -0.148, -0.279, -0.160, 0.074, 0.028, 0.087

=====

Record 4
A 2-piece molecular cluster, C5H14 overall at a distorted geometry. Source: the Open Molecules 2025 dataset; level of theory: the ωB97M-V functional and the def2-TZVPD basis.

Positions of all 19 atoms, in Å:
C  0.0530  -1.9327  -1.0313
C  0.0399  -0.6405  -1.8775
C  -1.1598  0.1823  -1.2971
H  -0.9848  -2.4153  -1.0638
H  0.9220  -2.5328  -1.2109
H  0.3714  -1.6454  0.0166
H  0.9057  0.0823  -1.7431
H  -0.1064  -0.9350  -2.9274
H  -1.2902  0.4080  -0.2186
H  -1.0092  1.2324  -1.5960
H  -2.2207  -0.1651  -1.3459
C  -0.0607  0.6849  2.1837
C  1.1808  1.2901  1.3776
H  0.0006  0.7519  3.2372
H  -0.8369  1.4059  1.8811
H  -0.3199  -0.2761  1.7833
H  1.2124  1.4147  0.3528
H  2.0863  0.7490  1.7081
H  1.2164  2.3414  1.7714

As for the LUMO energy: 1.146 eV. The total charge is 0. The calculation puts the gap between HOMO and LUMO at 12.0 eV. For the HOMO energy, the calculation gives -10.8 eV. The total energy is -5410.52732 eV. As for the SMILES: CCC.CC.

Löwdin atomic charge list, values in e, 6 entries: -0.140, -0.286, -0.158, 0.102, 0.044, 0.066

=====

Record 5
A 2-piece molecular cluster, C5H14 overall at a distorted geometry. Source: the Open Molecules 2025 dataset; level of theory: the ωB97M-V functional and the def2-TZVPD basis.

Positions of all 19 atoms, in Å:
C  0.8534  1.8282  0.3386
C  1.0425  0.3734  0.7674
C  1.2261  0.4756  2.3439
H  -0.2316  2.0127  0.1162
H  1.3174  2.6444  0.9333
H  1.4534  1.8763  -0.6154
H  0.1921  -0.1876  0.4910
H  1.8648  -0.1098  0.3306
H  0.3769  0.7488  2.8364
H  1.5666  -0.5576  2.7642
H  1.8909  1.3841  2.4716
C  -1.2080  -1.2183  -2.3324
C  -1.6219  -1.3954  -0.9146
H  -0.4313  -2.0373  -2.6145
H  -2.1212  -1.1239  -2.9092
H  -0.7830  -0.2221  -2.5389
H  -2.1993  -0.6104  -0.4519
H  -0.8396  -1.7564  -0.3136
H  -2.3478  -2.1249  -0.7028

As for the LUMO energy: 1.104 eV. The total charge is 0. The calculation puts the gap between HOMO and LUMO at 11.8 eV. For the HOMO energy, the calculation gives -10.7 eV. The total energy is -5410.56596 eV. As for the SMILES: CCC.CC.

Löwdin atomic charge list, values in e, 6 entries: -0.141, -0.289, -0.106, 0.081, 0.068, 0.076

=====

Record 6
A 2-piece molecular cluster, C5H14 overall at a distorted geometry. Source: the Open Molecules 2025 dataset; level of theory: the ωB97M-V functional and the def2-TZVPD basis.

Positions of all 19 atoms, in Å:
C  0.9578  2.3347  0.9100
C  0.3780  1.3104  -0.0611
C  1.3657  0.8972  -1.1390
H  1.5161  3.1018  0.3868
H  0.2396  2.8069  1.5706
H  1.6305  1.7611  1.5558
H  -0.4350  1.7775  -0.6363
H  -0.1105  0.4911  0.4500
H  0.9483  0.2634  -1.9224
H  2.3155  0.4673  -0.8159
H  1.6812  1.8011  -1.6425
C  -1.5394  -1.7431  0.7386
C  -1.1070  -2.6085  -0.4614
H  -2.5380  -1.9810  1.0794
H  -0.9701  -1.7694  1.6735
H  -1.4584  -0.7190  0.4363
H  -0.6567  -3.5297  -0.0838
H  -0.3610  -2.0816  -1.0383
H  -2.0057  -2.9023  -0.9957

As for the LUMO energy: 1.159 eV. The total charge is 0. The calculation puts the gap between HOMO and LUMO at 12.4 eV. For the HOMO energy, the calculation gives -11.2 eV. The total energy is -5411.63405 eV. As for the SMILES: CCC.CC.

Löwdin atomic charge list, values in e, 6 entries: -0.115, -0.322, -0.128, 0.066, 0.064, 0.074

=====

Record 7
A 2-piece molecular cluster, C5H14 overall at a distorted geometry. Source: the Open Molecules 2025 dataset; level of theory: the ωB97M-V functional and the def2-TZVPD basis.

Positions of all 19 atoms, in Å:
C  0.7135  -1.6335  2.2788
C  0.7817  -1.8002  0.8084
C  1.4248  -0.5934  0.1033
H  0.5719  -0.5218  2.5444
H  1.6270  -1.7875  2.8080
H  -0.0910  -2.3587  2.7338
H  1.2645  -2.6223  0.5954
H  -0.2531  -1.8504  0.4350
H  2.4628  -0.9269  -0.1692
H  0.8424  -0.1652  -0.6806
H  1.6428  0.1930  0.8738
C  -0.9509  1.1291  -1.5310
C  -1.8605  2.4020  -1.5559
H  0.0032  1.3056  -1.9644
H  -0.9583  0.9481  -0.3884
H  -1.4055  0.3071  -2.2004
H  -1.1768  3.1367  -0.9309
H  -2.7918  2.0559  -1.2936
H  -1.8469  2.7824  -2.4666

As for the LUMO energy: 1.085 eV. The total charge is 0. The calculation puts the gap between HOMO and LUMO at 12.2 eV. For the HOMO energy, the calculation gives -11.1 eV. The total energy is -5410.05725 eV. As for the SMILES: CCC.CC.

Löwdin atomic charge list, values in e, 6 entries: -0.149, -0.330, -0.106, 0.090, 0.048, 0.108

=====

Record 8
A 2-piece molecular cluster, C5H14 overall at a distorted geometry. Source: the Open Molecules 2025 dataset; level of theory: the ωB97M-V functional and the def2-TZVPD basis.

Positions of all 19 atoms, in Å:
C  0.2628  1.5812  1.8165
C  -0.1925  0.3613  2.5999
C  -0.2237  -0.9242  1.7458
H  -0.1919  1.6007  0.8259
H  1.3320  1.5246  1.5872
H  -0.0014  2.4989  2.3326
H  0.5398  0.2064  3.3867
H  -1.1362  0.5475  3.0964
H  0.4621  -1.6797  2.1248
H  -1.2347  -1.3452  1.8033
H  -0.1053  -0.6337  0.7042
C  0.3938  -1.0159  -3.1387
C  -0.3033  0.1094  -2.3358
H  1.1341  -0.6365  -3.8429
H  0.8913  -1.7301  -2.4854
H  -0.2921  -1.5571  -3.7825
H  0.0679  0.0161  -1.3183
H  -0.0201  1.0652  -2.7501
H  -1.3827  0.0110  -2.3697

As for the LUMO energy: 1.148 eV. The total charge is 0. The calculation puts the gap between HOMO and LUMO at 12.4 eV. For the HOMO energy, the calculation gives -11.2 eV. The total energy is -5411.62611 eV. As for the SMILES: CCC.CC.

Löwdin atomic charge list, values in e, 6 entries: -0.130, -0.315, -0.101, 0.056, 0.077, 0.065

=====

Copy entry 5 word for word.
A 2-piece molecular cluster, C5H14 overall at a distorted geometry. Source: the Open Molecules 2025 dataset; level of theory: the ωB97M-V functional and the def2-TZVPD basis.

Positions of all 19 atoms, in Å:
C  0.8534  1.8282  0.3386
C  1.0425  0.3734  0.7674
C  1.2261  0.4756  2.3439
H  -0.2316  2.0127  0.1162
H  1.3174  2.6444  0.9333
H  1.4534  1.8763  -0.6154
H  0.1921  -0.1876  0.4910
H  1.8648  -0.1098  0.3306
H  0.3769  0.7488  2.8364
H  1.5666  -0.5576  2.7642
H  1.8909  1.3841  2.4716
C  -1.2080  -1.2183  -2.3324
C  -1.6219  -1.3954  -0.9146
H  -0.4313  -2.0373  -2.6145
H  -2.1212  -1.1239  -2.9092
H  -0.7830  -0.2221  -2.5389
H  -2.1993  -0.6104  -0.4519
H  -0.8396  -1.7564  -0.3136
H  -2.3478  -2.1249  -0.7028

As for the LUMO energy: 1.104 eV. The total charge is 0. The calculation puts the gap between HOMO and LUMO at 11.8 eV. For the HOMO energy, the calculation gives -10.7 eV. The total energy is -5410.56596 eV. As for the SMILES: CCC.CC.

Löwdin atomic charge list, values in e, 6 entries: -0.141, -0.289, -0.106, 0.081, 0.068, 0.076